[1]
Formula: C5H20NO4
Source: OMol25
Level of theory: wB97M-V/def2-TZVPD

Computed properties:
total energy	-557.99150	hartree
largest force on an atom	2.85	eV/A
charge	+1

Last column: Löwdin charge in e.
Geometry (Å):
C1 1.70053 -0.65291 -2.25294  -0.04
C2 0.50233 -0.24651 -1.36161  -0.32
C3 -0.78618 -0.79567 -1.98534  -0.15
C4 -2.00491 -0.44152 -1.08986  -0.18
C5 -2.07647 0.86809 -0.36824  -0.27
O1 -1.36288 0.84078 0.84505  -0.09
N1 0.69062 -0.65218 0.10560  0.20
H1 1.28345 -0.72208 -3.27479  0.09
H2 2.06639 -1.67215 -2.07937  0.09
H3 2.51940 0.02484 -2.22261  0.06
H4 0.53968 0.86680 -1.27864  0.16
H5 -0.77249 -1.82274 -2.37649  0.13
H6 -0.92035 -0.29514 -2.96091  0.13
H7 -2.09433 -1.24585 -0.30866  0.13
H8 -2.92176 -0.60836 -1.65134  0.12
H9 -1.74718 1.65831 -1.08077  0.13
H10 -3.12919 1.21735 -0.20591  0.14
H11 -1.31378 1.70620 1.30077  0.06
H12 -0.10042 -0.13751 0.55182  0.09
H13 1.66647 -0.53373 0.41395  0.10
H14 0.67464 -1.66061 0.25206  0.16
H15 -0.21564 3.68215 2.15206  0.07
H16 -0.99663 2.92801 3.29079  0.08
O2 -0.77885 2.93522 2.35452  -0.02
H17 -0.83138 -1.70017 3.83638  0.04
H18 -0.06753 -2.87250 3.34055  0.04
O3 -0.09102 -1.91300 3.25359  -0.07
H19 3.69698 0.96275 0.40795  0.06
H20 3.41588 0.20264 1.68227  0.08
O4 3.45463 0.07951 0.71010  -0.05

Atoms 1-3, force components in eV/Å:
C -1.3 -1.0 -0.4
C 1.7 -0.3 -0.7
C -0.8 1.8 0.1

---

[2]
Formula: C51H114N6O21
Source: OMol25
Level of theory: wB97M-V/def2-TZVPD

Computed properties:
total energy	-3919.71822	hartree
largest force on an atom	6.49	eV/A

Last column: Löwdin charge in e.
Geometry (Å):
C1 5.82314 6.56923 4.12502  -0.10
C2 4.28149 6.34270 4.08381  -0.24
C3 3.90666 5.61130 2.80143  -0.19
C4 2.40233 5.34915 2.77103  -0.13
N1 1.85619 4.63049 1.54110  -0.18
C5 0.31609 4.78080 1.48834  -0.11
C6 0.02406 5.88669 0.51885  -0.16
C7 1.05337 5.56333 -0.57091  -0.14
C8 2.34802 5.33989 0.22041  -0.03
C9 2.29349 3.14990 1.56881  -0.07
C10 1.79386 2.35773 2.81981  -0.22
C11 1.99744 0.83004 2.65868  -0.06
H1 6.18948 7.35113 3.45423  0.07
H2 6.40693 5.65973 4.00238  0.08
H3 6.15626 7.05434 5.04620  0.07
H4 3.61876 7.20128 4.20752  0.11
H5 4.14449 5.79809 5.02194  0.11
H6 4.48402 4.69227 2.68873  0.12
H7 4.22187 6.25927 1.98223  0.12
H8 1.94620 6.33979 2.83329  0.13
H9 2.07499 4.78759 3.64413  0.12
H10 -0.06313 3.83333 1.11181  0.11
H11 0.02843 5.05505 2.50187  0.13
H12 -1.01233 5.74834 0.20687  0.11
H13 0.09986 6.88050 0.95880  0.12
H14 0.86937 4.70574 -1.22103  0.10
H15 1.21457 6.40428 -1.24697  0.12
H16 3.11731 4.76922 -0.29694  0.13
H17 2.63059 6.30810 0.62916  0.12
H18 3.37711 3.17879 1.48741  0.13
H19 1.76956 2.69972 0.72672  0.12
H20 0.70697 2.45588 2.72737  0.09
H21 2.06616 2.63878 3.83709  0.10
H22 1.45576 0.68032 1.72580  0.06
H23 1.56403 0.34463 3.53190  0.08
H24 3.06349 0.60971 2.66856  0.09
C12 -10.92455 1.77926 -2.31590  -0.11
C13 -10.89658 1.02989 -0.97160  -0.23
C14 -9.71753 1.48484 -0.12012  -0.19
C15 -8.38555 1.00963 -0.70796  -0.07
N2 -7.08058 1.41085 0.10799  -0.18
C16 -5.82869 0.70386 -0.38761  -0.08
C17 -5.30926 -0.08763 0.79427  -0.14
C18 -5.95618 0.44971 2.09553  -0.12
C19 -7.33717 0.84794 1.52949  -0.12
C20 -6.84946 2.94633 0.22042  -0.10
C21 -6.57755 3.62363 -1.13064  -0.22
C22 -6.96287 5.08873 -1.06261  -0.09
H25 -10.07465 1.68969 -2.99712  0.07
H26 -10.84567 2.85982 -2.15760  0.07
H27 -11.82352 1.57908 -2.89618  0.08
H28 -10.86779 -0.02931 -1.23111  0.11
H29 -11.81352 1.25072 -0.42742  0.12
H30 -9.88676 1.29305 0.94308  0.11
H31 -9.82225 2.56637 0.01888  0.11
H32 -8.16724 1.31270 -1.73217  0.11
H33 -8.17340 -0.05697 -0.79885  0.13
H34 -5.15878 1.51434 -0.66563  0.12
H35 -6.11866 0.01238 -1.17638  0.13
H36 -4.24519 0.12415 0.93579  0.10
H37 -5.27401 -1.15480 0.58013  0.13
H38 -5.45893 1.33377 2.49036  0.10
H39 -6.07305 -0.31991 2.85495  0.12
H40 -7.73745 1.61223 2.19569  0.13
H41 -7.96657 -0.03734 1.58584  0.14
H42 -6.10631 2.98033 1.01673  0.13
H43 -7.75792 3.36669 0.65450  0.12
H44 -6.99115 3.06919 -1.97122  0.11
H45 -5.48906 3.66559 -1.22236  0.09
H46 -6.64181 5.41962 -0.06730  0.08
H47 -8.04431 5.18558 -0.96532  0.08
H48 -6.34521 5.72554 -1.69045  0.09
C23 5.33266 -4.22570 4.90048  -0.10
C24 4.07708 -3.51487 5.30499  -0.27
C25 2.82240 -4.21099 4.77354  -0.16
C26 1.57620 -3.41780 5.20402  -0.12
N3 0.42492 -3.63707 4.25496  -0.19
C27 -0.72784 -2.83821 4.84222  -0.10
C28 -1.49218 -2.41898 3.61113  -0.17
C29 -0.53922 -2.33286 2.41331  -0.13
C30 0.74163 -3.02214 2.90542  -0.06
C31 0.05598 -5.11948 4.07406  -0.09
C32 -0.14634 -5.86747 5.39191  -0.23
C33 -0.66781 -7.30869 5.11026  -0.07
H49 5.42788 -5.22869 5.31536  0.08
H50 6.22079 -3.67153 5.21791  0.07
H51 5.50851 -4.25889 3.82294  0.09
H52 4.00217 -2.44429 5.10188  0.10
H53 4.07439 -3.48424 6.40197  0.10
H54 2.73771 -5.25492 5.08157  0.12
H55 2.86186 -4.29599 3.68412  0.12
H56 1.71581 -2.34000 5.25800  0.12
H57 1.16423 -3.79573 6.14114  0.12
H58 -1.37831 -3.40571 5.50481  0.12
H59 -0.37740 -1.99077 5.42923  0.13
H60 -2.31992 -3.08971 3.36651  0.11
H61 -2.04605 -1.48029 3.69197  0.10
H62 -0.92198 -2.73766 1.47801  0.10
H63 -0.39008 -1.28169 2.16871  0.08
H64 1.18371 -3.73135 2.20571  0.13
H65 1.47148 -2.24264 3.11590  0.10
H66 0.87138 -5.53029 3.48311  0.14
H67 -0.95346 -5.19630 3.67084  0.14
H68 -0.83289 -5.32667 6.04564  0.09
H69 0.81063 -5.96623 5.90801  0.10
H70 -0.10923 -7.58284 4.21409  0.09
H71 -1.72645 -7.24795 4.85544  0.07
H72 -0.54330 -8.03385 5.90984  0.07
C34 7.50018 -1.60608 -3.37150  0.00
C35 6.65428 -1.51441 -4.66836  -0.29
C36 5.47605 -0.56096 -4.65735  -0.21
O1 4.61198 -0.85473 -5.72541  -0.16
C37 3.43737 -0.04727 -5.86617  -0.06
N4 7.49622 -1.30136 -5.90056  0.23
H73 7.92395 -0.37868 -5.82442  0.17
H74 8.31166 -1.91016 -5.85435  0.16
H75 7.01263 -1.38226 -6.79143  0.17
H76 8.35250 -2.25324 -3.59541  0.08
H77 7.01091 -2.13166 -2.55002  0.11
H78 7.86752 -0.68388 -2.91862  0.08
H79 6.16431 -2.47897 -4.81951  0.14
H80 5.79585 0.47163 -4.45490  0.12
H81 5.01830 -0.68567 -3.66889  0.12
H82 3.72402 0.99928 -5.97265  0.08
H83 2.75794 -0.29359 -5.04980  0.08
H84 2.96612 -0.36565 -6.79480  0.09
C38 -0.82271 0.08972 -4.75008  -0.01
C39 -1.86951 0.55858 -3.76497  -0.31
C40 -1.79611 2.04837 -3.46312  -0.13
O2 -2.64009 2.36986 -2.32121  -0.25
C41 -2.44757 3.62031 -1.68975  -0.10
N5 -3.28395 0.19253 -4.17923  0.23
H85 -3.45350 0.49863 -5.13890  0.17
H86 -3.28572 -0.82201 -4.34591  0.10
H87 -4.11928 0.43857 -3.66050  0.15
H88 0.23252 0.08485 -4.48888  0.09
H89 -0.93701 0.78573 -5.59097  0.10
H90 -1.03270 -0.87360 -5.21496  0.08
H91 -1.74222 0.02592 -2.82092  0.12
H92 -2.14357 2.67119 -4.28939  0.14
H93 -0.77737 2.23838 -3.11920  0.14
H94 -1.40471 3.94596 -1.66611  0.08
H95 -2.71989 3.37405 -0.66128  0.08
H96 -3.11991 4.30608 -2.20869  0.09
C42 3.24649 -0.92260 -1.46554  -0.01
C43 1.86892 -1.22799 -0.89487  -0.28
C44 0.84019 -0.11390 -1.10151  -0.10
O3 -0.15285 -0.38646 -0.04851  -0.21
C45 -1.19894 0.54035 0.07763  -0.13
N6 1.34098 -2.51970 -1.42814  0.27
H97 2.09419 -3.22962 -1.51377  0.15
H98 0.69072 -2.82305 -0.70014  0.11
H99 0.89682 -2.44024 -2.35307  0.11
H100 3.18164 -0.66916 -2.52600  0.07
H101 3.95123 -1.74876 -1.35218  0.09
H102 3.69714 -0.08244 -0.93519  0.08
H103 1.98694 -1.21895 0.18968  0.13
H104 0.41554 -0.06853 -2.10559  0.11
H105 1.19493 0.87622 -0.80866  0.11
H106 -1.85580 0.08815 0.82966  0.07
H107 -1.94596 0.66129 -0.71152  0.06
H108 -0.89439 1.52612 0.44567  0.07
O4 -1.93097 -2.71688 -2.84332  0.02
C46 -2.54642 -3.36814 -3.89119  -0.83
O5 -2.83688 -2.66619 -4.90466  -0.09
O6 -3.01303 -4.50592 -3.73524  0.00
H109 -2.10938 -3.54862 -2.33554  0.11
O7 5.37843 -4.38182 -3.67424  0.02
C47 4.99592 -4.80155 -2.42307  -0.80
O8 3.85282 -4.67268 -1.88432  -0.06
O9 5.71033 -5.59738 -1.76199  -0.06
H110 4.59532 -3.84315 -3.90165  0.04
O10 0.83175 -2.38283 -4.20120  0.00
C48 1.82828 -2.90828 -4.97013  -0.82
O11 1.59344 -2.98287 -6.20318  -0.04
O12 2.91612 -3.13385 -4.41703  0.00
H111 0.16011 -2.52444 -4.89546  0.09
O13 -0.01357 -4.39027 0.20699  -0.01
C49 0.66027 -5.53160 0.46733  -0.85
O14 0.04163 -6.37397 1.18531  -0.10
O15 1.85551 -5.61297 0.15423  0.04
H112 -0.89897 -4.69179 0.47078  0.10
O16 4.31074 2.75941 -3.62964  0.03
C50 3.62364 2.72460 -2.43335  -0.85
O17 4.28861 2.46234 -1.40767  -0.07
O18 2.36506 2.73046 -2.42216  -0.09
H113 5.09907 2.59164 -3.05907  0.09
O19 3.63406 -2.30512 2.19792  -0.01
C51 4.39707 -2.92394 1.25366  -0.86
O20 4.13301 -4.05745 0.84323  0.03
O21 5.34151 -2.20907 0.78262  -0.10
H114 4.23355 -1.53811 2.24970  0.08

Atoms 1-3, force components in eV/Å:
C -0.2 1.8 0.2
C 1.3 -0.5 0.7
C -0.1 -0.5 0.1

---

[3]
Formula: C39H77FN4O23P
Source: OMol25
Level of theory: wB97M-V/def2-TZVPD

Computed properties:
total energy	-3922.74995	hartree
largest force on an atom	3.45	eV/A
charge	+1

Last column: Löwdin charge in e.
Geometry (Å):
C1 4.81929 -0.37157 -4.48307  -0.07
C2 4.02879 0.39701 -3.37838  -0.21
C3 3.81840 -0.52110 -2.15232  -0.27
C4 5.23546 -0.88360 -1.63955  -0.02
C5 2.82607 -0.02166 -1.07451  -0.19
C6 3.33259 0.02039 0.40496  -0.12
C7 4.45954 0.97747 0.86599  -0.16
C8 5.15617 1.92779 -0.10960  -0.17
C9 6.66561 1.86381 0.14891  -0.20
O1 7.34001 2.90500 -0.57895  -0.04
C10 8.39520 2.34163 -1.25698  -0.36
O2 8.32632 2.11154 -2.39458  0.14
C11 1.67129 -1.10951 -0.86898  -0.17
N1 1.59939 -2.28752 -1.69341  -0.07
C12 1.16278 -2.13405 -3.08739  -0.02
C13 0.98645 -3.37777 -1.05494  -0.50
C14 1.37510 -4.75498 -1.56192  0.03
O3 0.17619 -3.30001 -0.19008  0.13
N2 0.28945 -0.46002 -0.71058  0.17
C15 0.38200 1.03393 -0.93362  -0.26
C16 -0.20010 1.64631 0.35689  -0.31
F1 0.54970 1.40781 1.49367  0.01
C17 -0.61840 3.13675 0.35747  -0.19
C18 -2.07530 3.35999 0.83637  -0.07
P1 -0.88810 1.44080 -2.27213  0.58
N3 -2.33041 1.45068 -1.70186  -0.11
O4 -0.82105 0.34640 -3.46460  -0.13
O5 -0.51591 2.84125 -2.96369  -0.11
C19 1.83207 1.18182 -1.49208  -0.15
C20 2.38802 2.60790 -1.70239  -0.10
C21 2.33500 3.56796 -0.54816  -0.23
N4 2.44898 3.27692 0.65772  0.14
H1 4.72157 -1.45068 -4.35126  0.07
H2 4.40201 -0.12841 -5.45928  0.07
H3 5.87574 -0.11703 -4.47793  0.08
H4 4.61807 1.29257 -3.17599  0.10
H5 3.10448 0.71246 -3.86990  0.10
H6 3.50438 -1.45695 -2.61261  0.11
H7 5.93214 -0.05456 -1.71856  0.07
H8 5.65160 -1.64137 -2.30213  0.09
H9 5.26211 -1.33407 -0.64932  0.08
H10 3.67998 -1.00049 0.59561  0.10
H11 2.50011 0.13249 1.10061  0.11
H12 5.24074 0.37643 1.34278  0.11
H13 4.07900 1.58872 1.68088  0.10
H14 4.92271 2.97874 0.02792  0.11
H15 5.04514 1.70701 -1.16827  0.08
H16 7.04002 0.86839 -0.11083  0.11
H17 6.86669 1.98101 1.21922  0.13
H18 9.29873 2.10856 -0.67329  0.15
H19 1.77016 -1.56183 0.11404  0.14
H20 0.12181 -2.42052 -3.28050  0.10
H21 1.32273 -1.12379 -3.45608  0.08
H22 1.77874 -2.78069 -3.71597  0.11
H23 2.43494 -4.83544 -1.79162  0.09
H24 1.05302 -5.49579 -0.83847  0.09
H25 0.78761 -4.94082 -2.46668  0.09
H26 0.04692 -0.61815 0.27319  0.17
H27 -0.49773 -0.91127 -1.18078  0.16
H28 -1.14380 1.12349 0.54403  0.13
H29 -0.00421 3.61601 1.11399  0.10
H30 -0.38367 3.65755 -0.57123  0.09
H31 -2.42694 4.29131 0.39363  0.08
H32 -2.72223 2.50941 0.64851  0.04
H33 -2.05318 3.52057 1.91402  0.08
H34 -2.71981 2.38179 -1.82454  0.02
H35 -1.23921 -0.47993 -3.17879  0.07
H36 -1.20936 3.01033 -3.62597  0.11
H37 1.64601 0.89155 -2.53809  0.10
H38 1.76071 3.05021 -2.48108  0.10
H39 3.39456 2.62404 -2.10948  0.11
H40 2.21352 4.62610 -0.81758  0.13
H41 2.38111 4.10656 1.24379  0.09
C22 -8.40042 5.51774 -1.31073  -0.01
O6 -8.15555 4.19979 -0.80675  -0.01
C23 -6.96287 3.69393 -1.13502  -0.60
O7 -6.11355 4.24053 -1.79302  0.12
O8 -6.86470 2.46964 -0.60939  -0.02
C24 -5.62782 1.81500 -0.88754  -0.04
H42 -9.39291 5.80566 -0.97610  0.10
H43 -7.67642 6.22411 -0.91075  0.08
H44 -8.37917 5.52296 -2.39915  0.10
H45 -4.79529 2.37812 -0.46992  0.07
H46 -5.49723 1.67759 -1.95967  0.10
H47 -5.66251 0.83792 -0.41250  0.10
C25 -9.64555 1.83432 0.26503  -0.04
O9 -9.64926 0.54628 0.89179  -0.01
C26 -9.65625 0.57892 2.22497  -0.61
O10 -9.66052 1.56759 2.91010  0.13
O11 -9.65538 -0.68333 2.66704  -0.01
C27 -9.66297 -0.80800 4.09068  -0.04
H48 -9.63873 1.67767 -0.81050  0.10
H49 -10.54291 2.39272 0.53033  0.11
H50 -8.75999 2.38525 0.53801  0.07
H51 -10.56066 -0.35806 4.51107  0.10
H52 -8.77236 -0.35307 4.52146  0.10
H53 -9.66153 -1.87079 4.31758  0.09
C28 7.79169 -6.12888 0.20132  -0.02
O12 6.64919 -5.27024 0.09416  0.01
C29 5.92765 -5.17704 1.20774  -0.60
O13 6.15339 -5.73515 2.25016  0.10
O14 4.89983 -4.35175 0.97083  -0.01
C30 4.03330 -4.15751 2.09008  -0.03
H54 8.28949 -6.11824 -0.76411  0.10
H55 8.48021 -5.75840 0.95855  0.10
H56 7.48577 -7.14808 0.43035  0.10
H57 4.56950 -3.70883 2.92498  0.10
H58 3.57622 -5.09791 2.39427  0.10
H59 3.24705 -3.47517 1.77189  0.08
C31 -4.32904 -4.01190 -2.30101  -0.05
O15 -5.45975 -3.14803 -2.37516  0.00
C32 -6.20622 -3.12861 -1.26121  -0.62
O16 -5.98574 -3.75899 -0.26009  0.13
O17 -7.22345 -2.29503 -1.45967  0.01
C33 -8.11721 -2.17319 -0.34423  -0.03
H60 -3.81105 -3.94154 -3.25519  0.09
H61 -3.65341 -3.69622 -1.50527  0.09
H62 -4.64037 -5.04340 -2.14515  0.10
H63 -7.59399 -1.78139 0.52598  0.10
H64 -8.57651 -3.13264 -0.11342  0.10
H65 -8.89632 -1.47230 -0.62621  0.09
C34 -4.49951 11.58955 1.05575  -0.04
O18 -5.08080 10.59269 0.21197  0.01
C35 -4.63339 9.35730 0.43084  -0.62
O19 -3.81160 9.03433 1.24991  0.12
O20 -5.25543 8.53380 -0.41908  0.01
C36 -4.87112 7.16587 -0.29342  -0.05
H66 -4.94496 12.54076 0.77800  0.09
H67 -4.72357 11.38617 2.10152  0.10
H68 -3.42326 11.64439 0.90068  0.10
H69 -5.11137 6.78854 0.70067  0.10
H70 -3.80789 7.04447 -0.49951  0.10
H71 -5.43531 6.59970 -1.02924  0.07
C37 8.31092 -10.18861 7.35821  -0.04
O21 7.66453 -10.00423 6.09778  0.00
C38 7.18129 -8.77485 5.90231  -0.62
O22 7.25064 -7.85674 6.67865  0.12
O23 6.60920 -8.74076 4.69791  0.01
C39 6.04329 -7.47228 4.34905  -0.05
H72 8.65522 -11.21880 7.39199  0.09
H73 9.16974 -9.52572 7.45086  0.10
H74 7.61240 -10.02244 8.17673  0.10
H75 6.80934 -6.70525 4.32204  0.09
H76 5.25445 -7.20141 5.05209  0.10
H77 5.61407 -7.57347 3.36338  0.07

Atoms 1-3, force components in eV/Å:
C -0.4 0.2 0.2
C 0.4 -0.5 -0.9
C 1.2 0.8 -0.5

---

Q: Which formula does entry 1 have?
A: C5H20NO4

---

Q: Which of these has the lowest largest force on an atom?
A: C5H20NO4